ORCA calculation (the ωB97M-V functional and the def2-TZVPD basis) on a molecular structure, C25H59Br2Cl3CsFN6NaO8P at a distorted geometry.

Last column: Löwdin charge in e.
CARTESIAN COORDINATES (ANGSTROEM)
1 Cs -6.869 1.207 6.756  1.183
2 Br -3.669 2.656 -0.525  0.693
3 Br -6.167 4.941 0.941  0.612
4 Cl -6.196 5.935 6.741  0.473
5 Cl -4.390 6.910 4.661  0.524
6 Cl -5.339 -2.068 -5.118  -0.259
7 P 3.285 -1.823 -6.877  0.752
8 Na -2.696 -3.199 0.335  0.511
9 F 5.570 1.700 -5.996  -0.703
10 O -2.329 -3.582 -2.748  0.008
11 O 3.165 0.120 6.058  -0.074
12 O -1.253 -2.998 -4.632  0.060
13 O -0.436 -2.385 0.512  -0.075
14 O 9.068 3.079 6.305  -0.489
15 O -3.494 -3.363 -4.659  -0.115
16 O 3.098 -1.739 -5.372  -0.299
17 O -1.711 -0.637 4.825  -0.060
18 N 0.967 -0.874 5.789  0.189
19 N 1.848 -0.893 -7.278  -0.327
20 N -0.767 -1.426 4.240  0.125
21 N 4.716 -0.931 -7.017  -0.314
22 N 1.471 -2.239 4.131  0.078
23 N 3.349 -2.483 -8.541  -0.306
24 C 5.104 1.577 6.396  -0.198
25 C -4.921 5.228 -0.533  -0.672
26 C 0.433 -1.491 4.705  -0.310
27 C 0.725 -1.229 -6.418  -0.174
28 C 5.079 0.004 -8.057  -0.168
29 C 2.699 -1.863 -9.674  -0.151
30 C -4.783 3.998 -1.388  -0.661
31 C -2.459 -3.320 -4.089  -0.557
32 C -4.113 -1.059 4.782  -0.306
33 C 3.013 -3.919 -8.532  -0.162
34 C 4.187 0.880 5.387  -0.215
35 C 1.910 0.559 -7.411  -0.128
36 C -4.996 7.166 6.296  -1.007
37 C 2.125 -0.163 5.200  -0.323
38 C -4.439 2.778 4.007  -0.072
39 C -4.866 1.279 3.740  -0.391
40 C -4.222 0.877 2.414  -0.107
41 C -5.190 -1.950 5.541  -0.041
42 C 5.893 -1.643 -6.559  -0.149
43 C -0.317 -2.825 -3.558  -0.113
44 C 2.518 -1.178 4.050  -0.042
45 C -2.775 -1.458 5.406  -0.130
46 C 6.436 1.895 5.646  -0.111
47 C -0.936 -3.645 -2.455  -0.146
48 C -4.384 0.462 5.001  -0.234
49 H 0.685 -2.304 -6.236  0.055
50 H 2.378 0.853 -8.350  0.053
51 H -3.542 0.987 5.466  0.120
52 H -0.761 -3.234 -1.474  0.073
53 H -5.345 6.048 -1.108  0.063
54 H 1.719 0.801 4.858  0.161
55 H -5.733 3.524 -1.610  0.058
56 H -4.136 -1.385 3.741  0.114
57 H -6.009 -2.241 4.884  0.090
58 H -5.533 -1.478 6.482  0.045
59 H -4.656 -2.856 5.847  0.081
60 H -4.274 4.237 -2.319  0.068
61 H 6.770 2.918 5.809  0.056
62 H -2.771 -1.411 6.498  0.142
63 H 2.438 1.042 -6.579  0.096
64 H -4.168 7.111 6.992  0.028
65 H -4.743 0.051 1.922  0.079
66 H -5.468 8.140 6.350  0.032
67 H 1.606 -1.859 -9.602  0.081
68 H -0.996 -1.961 3.390  0.145
69 H -1.348 -2.212 0.775  -0.079
70 H 2.973 -2.422 -10.575  0.084
71 H 0.791 -0.722 -5.445  0.074
72 H 4.837 0.259 4.762  0.120
73 H 5.685 -2.182 -5.630  0.066
74 H 0.673 -3.172 -3.843  0.135
75 H -2.592 -2.491 5.095  0.124
76 H 3.522 -1.587 4.050  0.138
77 H 3.596 -4.437 -7.763  0.070
78 H -0.221 -0.944 -6.886  0.087
79 H -4.844 3.450 3.248  0.034
80 H 3.050 -0.847 -9.838  0.065
81 H -3.157 0.660 2.547  0.085
82 H 6.301 1.804 4.558  0.073
83 H -0.260 -1.764 -3.310  0.138
84 H -0.620 -4.692 -2.476  0.138
85 H 1.752 -2.993 4.745  0.147
86 H 5.339 0.887 7.207  0.109
87 H 0.900 0.974 -7.472  0.076
88 H -5.979 1.297 3.692  0.122
89 H 0.348 -0.351 6.398  0.156
90 H 6.241 -2.378 -7.307  0.071
91 H 5.914 0.615 -7.715  0.056
92 H -3.981 5.545 -0.092  0.053
93 H 1.948 -4.087 -8.319  0.074
94 H 3.716 1.671 4.785  0.134
95 H 4.692 2.531 6.724  0.105
96 H 3.255 -4.388 -9.488  0.072
97 H 2.391 -0.552 3.160  0.132
98 H -4.670 3.122 5.029  0.060
99 H -4.292 1.733 1.733  -0.031
100 H 0.019 -2.558 1.350  0.039
101 H -5.201 0.522 5.755  -0.190
102 H 8.587 2.631 7.012  -0.167
103 H -3.354 2.787 3.848  0.094
104 H 6.705 -0.950 -6.339  0.083
105 H 7.212 1.178 5.906  0.072
106 H 4.288 0.712 -8.274  0.046
107 H 5.377 -0.503 -8.996  0.074

The value obtained for the orbital gap is 1.02 eV. As for the HOMO energy: -4.92 eV. The electronic energy is -246805.4537 eV.